1.
54
Properties=species:S:1:pos:R:3:mulliken_charge:R:1 method="wB97M-V/def2-TZVPD" e_tot_ha=-2810.50369 e_lumo_ev=2.620 e_homo_ev=-3.48 fmax_ev_per_a=0.8 gap_ev=6.10 total_charge=-1
Ir -0.276 1.325 -0.495 2.383
O 1.129 2.813 0.140 -0.734
N 0.683 4.045 0.299 0.291
C 1.511 4.892 0.954 -0.239
C 1.197 6.210 1.122 -0.688
C -0.012 6.683 0.600 -0.122
C -0.846 5.811 -0.048 -0.758
C -0.516 4.451 -0.203 0.559
S -1.546 3.305 -0.940 -0.537
H 2.420 4.423 1.299 0.429
H 1.888 6.854 1.646 0.382
H -0.291 7.722 0.713 0.359
H -1.793 6.133 -0.456 0.380
O 3.994 0.823 -2.427 -0.767
C 2.867 0.725 -1.941 0.248
O 1.781 1.231 -2.355 -0.689
C 2.740 -0.083 -0.607 -0.772
P 0.992 -0.530 -0.532 -0.154
C 0.781 -1.732 0.827 0.554
C 1.674 -1.771 1.893 -0.835
C 1.482 -2.657 2.944 -0.608
C 0.394 -3.517 2.937 -0.489
C -0.502 -3.486 1.876 -0.860
C -0.312 -2.597 0.829 -0.367
C 0.778 -1.599 -2.004 0.741
C 1.259 -2.906 -1.995 -0.317
C 1.138 -3.712 -3.117 -0.745
C 0.524 -3.221 -4.259 -0.452
C 0.038 -1.921 -4.275 -0.815
C 0.165 -1.113 -3.156 -0.356
H 2.977 0.565 0.240 0.431
H 3.419 -0.936 -0.617 0.508
H 2.520 -1.096 1.910 0.314
H 2.183 -2.673 3.770 0.386
H 0.244 -4.211 3.756 0.369
H -1.354 -4.155 1.865 0.393
H -1.017 -2.565 0.007 0.631
H 1.732 -3.299 -1.103 0.378
H 1.524 -4.725 -3.097 0.395
H 0.427 -3.850 -5.136 0.365
H -0.438 -1.530 -5.165 0.381
H -0.189 -0.094 -3.182 0.373
C -2.681 -0.493 2.984 -1.600
C -2.179 -0.037 1.641 0.839
S -0.778 1.021 1.689 -0.512
C -2.720 -0.442 0.490 0.388
C -3.896 -1.381 0.447 -1.568
S -2.083 0.031 -1.084 -0.558
H -2.028 -0.138 3.782 0.433
H -2.712 -1.585 3.040 0.288
H -3.690 -0.119 3.185 0.315
H -3.630 -2.361 0.860 0.237
H -4.232 -1.530 -0.579 0.425
H -4.739 -0.997 1.028 0.366



2.
58
Properties=species:S:1:pos:R:3:mulliken_charge:R:1 method="wB97M-V/def2-TZVPD" e_tot_ha=-2317.55990 e_lumo_ev=-6.595 e_homo_ev=-13.15 fmax_ev_per_a=0.4 gap_ev=6.55 total_charge=+2
Pb -0.108 0.256 -2.415 0.923
C -3.564 4.839 0.932 -0.995
C -4.008 3.908 -0.183 -0.434
N -3.549 2.526 0.016 -0.187
C -2.327 2.112 -0.329 0.637
S -2.190 0.314 -0.171 -0.178
N -1.439 2.941 -0.762 -1.028
N -0.261 2.416 -1.241 0.275
C 0.764 3.194 -1.253 0.797
C 0.749 4.608 -0.782 -1.458
C 2.047 2.597 -1.724 0.477
C 3.225 3.323 -1.690 -0.620
C 4.414 2.713 -2.071 -0.527
C 4.397 1.392 -2.476 -0.858
C 3.181 0.730 -2.503 0.140
N 2.038 1.314 -2.141 0.053
H -3.946 5.842 0.744 0.346
H -2.477 4.893 0.989 0.248
H -3.949 4.509 1.896 0.315
H -3.634 4.240 -1.150 0.274
H -5.095 3.862 -0.241 0.410
H -4.151 1.889 0.511 0.240
H -0.251 4.900 -0.486 0.245
H 1.096 5.269 -1.578 0.424
H 1.425 4.730 0.067 0.391
H 3.223 4.352 -1.365 0.388
H 5.341 3.270 -2.044 0.452
H 5.299 0.877 -2.773 0.444
H 3.122 -0.303 -2.823 0.393
S -0.135 0.104 0.439 -0.353
C -0.056 -1.636 0.658 0.163
N -0.329 -2.261 1.790 -0.441
N -0.784 -1.651 2.803 0.443
C -1.080 -2.307 4.029 0.853
C -1.530 -1.514 5.075 -0.544
C -1.836 -2.112 6.286 -0.583
C -1.691 -3.483 6.438 -0.550
C -1.238 -4.260 5.378 -0.557
C -0.928 -3.680 4.160 -0.317
N 0.408 -2.477 -0.332 -0.399
N 0.611 -2.034 -1.476 0.464
C 1.074 -2.990 -2.434 0.973
C 1.076 -4.360 -2.182 -0.367
C 1.533 -5.223 -3.161 -0.622
C 1.983 -4.737 -4.384 -0.488
C 1.975 -3.373 -4.635 -1.019
C 1.519 -2.501 -3.659 -0.120
H -0.927 -0.640 2.779 0.279
H -1.637 -0.442 4.950 0.320
H -2.186 -1.506 7.110 0.380
H -1.930 -3.949 7.383 0.399
H -1.126 -5.328 5.501 0.385
H -0.574 -4.276 3.331 0.424
H 0.721 -4.735 -1.234 0.468
H 1.535 -6.288 -2.973 0.397
H 2.336 -5.423 -5.141 0.416
H 2.321 -2.991 -5.585 0.402
H 1.523 -1.436 -3.868 0.011



3.
11
Properties=species:S:1:pos:R:3:lowdin_spin:R:1 method="wB97M-V/def2-TZVPD" e_tot_ha=-1117.58929 spin_multiplicity=3 e_lumo_ev="0.589 / -3.748" e_homo_ev="-8.19 / -9.44" fmax_ev_per_a=3.0 gap_ev="8.78 / 5.69" s_squared=2.011
C -1.307 -0.242 -0.953 0.012
C -2.246 -2.393 -0.041 0.002
C -0.725 0.839 -0.458 0.003
N -1.768 -1.306 -0.139 0.005
O -5.206 -0.734 0.499 0.380
O -2.852 -3.359 0.128 0.003
S -3.807 1.799 0.302 0.940
S -4.898 0.396 -0.357 0.653
H -1.680 -0.508 -2.019 0.002
H -0.389 0.783 0.622 0.001
H -0.344 1.718 -0.997 0.000



4.
33
Properties=species:S:1:pos:R:3:lowdin_spin:R:1 method="wB97M-V/def2-TZVPD" e_tot_ha=-584.61653 spin_multiplicity=2 e_lumo_ev="4.603 / 4.589" e_homo_ev="0.47 / -1.97" fmax_ev_per_a=4.8 gap_ev="4.14 / 6.56" s_squared=0.753 total_charge=-2
Sn 1.049 0.890 -1.177 0.788
B 1.670 0.704 2.040 0.029
H 2.537 1.303 1.807 0.001
H 0.758 1.170 1.701 0.002
H 1.826 -0.200 1.472 0.016
H 1.709 0.564 3.109 0.002
B 1.329 -2.184 -2.499 0.032
H 1.510 -1.178 -2.843 0.007
H 2.091 -2.404 -1.767 0.002
H 0.376 -2.284 -2.001 0.007
H 1.324 -2.943 -3.266 0.003
B 4.293 0.589 -1.032 0.024
H 5.272 0.926 -0.727 0.000
H 3.558 0.925 -0.316 0.001
H 4.012 1.054 -1.964 0.009
H 4.296 -0.490 -1.061 0.002
C -3.630 1.938 0.909 0.000
C -2.312 1.248 0.647 0.002
C -2.334 -0.256 0.679 0.002
O -1.005 -0.766 0.601 0.043
C -0.730 -2.099 0.679 0.007
N -1.968 1.737 -0.705 0.011
H -3.809 1.741 1.967 0.000
H -4.463 1.381 0.480 0.000
H -3.687 3.017 0.764 0.000
H -1.465 1.576 1.251 0.001
H -3.049 -0.802 0.063 0.000
H -2.590 -0.605 1.679 0.001
H 0.301 -2.265 0.367 0.004
H -1.238 -2.652 -0.110 0.000
H -0.886 -2.613 1.628 0.000
H -1.908 0.904 -1.273 0.004
H -2.835 2.074 -1.100 0.001



5.
21
Properties=species:S:1:pos:R:3:mulliken_charge:R:1 method="wB97M-V/def2-TZVPD" e_tot_ha=-1110.32803 e_lumo_ev=5.530 e_homo_ev=-0.14 fmax_ev_per_a=5.0 gap_ev=5.67 smiles="Nc1nc2c(c(=O)[nH]1)NCN2P(=O)([O-])[O-]" total_charge=-2
N 2.533 2.476 0.052 -0.706
C 1.785 1.277 -0.076 0.409
N 0.558 1.301 0.178 -0.410
C -0.081 0.131 0.216 0.431
C 0.570 -1.130 0.009 0.328
C 1.901 -1.121 -0.150 -0.101
O 2.740 -2.034 -0.393 -0.872
N 2.511 0.166 -0.313 -0.115
N -0.367 -2.129 0.447 -0.447
C -1.692 -1.425 0.608 -0.595
N -1.424 0.002 0.695 -0.138
P -2.938 0.678 -0.225 0.753
O -2.820 2.180 0.037 -0.819
O -2.376 0.262 -1.582 -0.785
O -4.063 -0.061 0.368 -0.753
H 1.776 3.150 0.082 0.366
H 3.073 2.449 -0.821 0.246
H 3.519 0.232 -0.279 0.257
H -0.554 -3.024 -0.184 0.270
H -2.391 -1.719 -0.172 0.367
H -2.260 -1.662 1.504 0.314



6.
111
Properties=species:S:1:pos:R:3:lowdin_spin:R:1 method="wB97M-V/def2-TZVPD" e_tot_ha=-4086.95076 spin_multiplicity=2 e_lumo_ev="-4.853 / -4.628" e_homo_ev="-7.72 / -7.41" fmax_ev_per_a=1.2 gap_ev="2.86 / 2.78" s_squared=0.976 total_charge=+1
Cr -0.703 -1.410 1.413 1.179
C -0.313 5.846 1.916 0.000
C 0.996 5.194 1.581 0.000
C 1.970 5.857 0.840 0.000
C 3.186 5.262 0.541 0.000
C 3.459 3.983 1.002 0.000
C 2.511 3.308 1.753 0.000
C 1.280 3.897 2.017 0.000
N 0.291 3.180 2.750 0.000
C 0.255 1.785 2.729 0.000
N 0.408 1.211 3.964 -0.002
C 0.469 -0.176 4.210 -0.007
C 0.097 -1.113 3.253 -0.046
C 0.397 -2.422 3.537 -0.007
C 0.924 -2.910 4.707 -0.001
C 1.191 -1.948 5.676 -0.003
C 0.998 -0.592 5.446 -0.001
C 1.378 0.412 6.500 0.000
N 0.095 1.042 1.698 -0.010
C -0.472 1.421 0.405 0.004
C 0.737 1.664 -0.512 0.002
C -0.200 2.982 -2.513 0.002
C -1.154 3.623 -1.841 0.000
C -1.742 3.412 -0.517 0.002
C -1.515 2.525 0.458 -0.001
C -2.479 2.474 1.625 0.000
H -0.397 6.816 1.428 0.000
H -0.420 6.015 2.991 0.000
H -1.147 5.221 1.596 0.000
H 1.763 6.862 0.492 0.000
H 3.922 5.802 -0.040 0.000
H 4.410 3.513 0.786 0.000
H 2.711 2.304 2.110 0.000
H -0.040 3.618 3.598 0.000
H 0.815 1.803 4.667 0.000
H -0.458 -3.952 2.609 0.001
H 1.131 -3.960 4.866 0.000
H 1.600 -2.257 6.630 0.000
H 1.730 -0.090 7.398 0.000
H 0.532 1.041 6.792 0.000
H 2.186 1.072 6.167 0.000
H 1.437 0.843 -0.332 0.000
H -0.034 3.300 -3.538 0.000
H -1.662 4.403 -2.400 0.000
H -2.590 4.070 -0.343 0.000
H -3.492 2.705 1.297 0.000
H -2.213 3.194 2.400 0.000
H -2.494 1.494 2.107 0.000
C -1.247 -2.894 -3.652 -0.001
C -0.725 -1.577 -4.235 -0.001
P -0.929 -0.149 -3.086 -0.002
C -1.908 1.012 -4.089 0.001
C -3.187 1.351 -3.667 0.000
C -3.963 2.233 -4.407 0.000
C -3.460 2.780 -5.577 0.000
C -2.184 2.441 -6.013 0.000
C -1.415 1.559 -5.274 0.000
C 0.700 0.634 -2.883 0.016
C 1.866 -0.028 -3.178 0.000
C 3.137 0.528 -2.975 0.028
C 3.247 1.875 -2.557 0.002
C 2.146 2.564 -2.200 0.020
C 0.770 1.929 -2.054 0.004
C -0.295 -3.518 -2.626 -0.008
P -0.301 -3.059 -0.811 -0.011
C 1.450 -3.316 -0.414 0.002
C 2.118 -2.232 0.153 0.005
C 3.466 -2.313 0.478 0.001
C 4.159 -3.486 0.223 0.000
C 3.510 -4.566 -0.361 0.001
C 2.165 -4.484 -0.680 0.000
C -1.223 -4.473 -0.122 0.001
C -2.595 -4.499 -0.379 0.001
C -3.393 -5.510 0.133 0.000
C -2.832 -6.503 0.925 0.001
C -1.472 -6.486 1.189 0.000
C -0.668 -5.479 0.666 0.001
H -1.310 -3.608 -4.477 0.000
H -2.265 -2.792 -3.267 0.000
H -1.252 -1.323 -5.155 0.000
H 0.318 -1.724 -4.508 0.000
H -3.576 0.935 -2.744 0.000
H -4.957 2.494 -4.069 0.000
H -4.062 3.471 -6.154 0.000
H -1.791 2.865 -6.929 0.000
H -0.414 1.306 -5.608 0.000
H 1.833 -1.009 -3.630 -0.001
H 4.021 -0.040 -3.231 0.002
H 4.216 2.359 -2.544 0.000
H 2.212 3.598 -1.878 0.001
H 1.206 2.541 -0.071 0.000
H 0.734 -3.354 -2.957 0.000
H -0.434 -4.602 -2.612 -0.001
H 1.599 -1.289 0.328 0.003
H 3.964 -1.463 0.925 0.000
H 5.208 -3.560 0.477 0.000
H 4.057 -5.477 -0.567 0.000
H 1.671 -5.333 -1.138 0.000
H -3.048 -3.717 -0.980 0.000
H -4.455 -5.519 -0.078 0.000
H -3.455 -7.288 1.333 0.000
H -1.028 -7.262 1.800 0.000
H 0.394 -5.482 0.875 0.000
N -1.218 0.173 0.094 -0.010
N -2.709 -1.581 1.572 -0.008
C -2.399 -2.374 2.481 -0.075
O -2.492 -3.175 3.339 -0.063
O 0.117 -3.205 2.386 -0.009
H -2.210 0.340 0.218 0.000
H -1.125 -0.117 -0.879 0.001
H -3.640 -1.449 1.204 -0.011



7.
21
Properties=species:S:1:pos:R:3:mulliken_charge:R:1 method="wB97M-V/def2-TZVPD" e_tot_ha=-453.76488 e_lumo_ev=0.926 e_homo_ev=-8.76 fmax_ev_per_a=5.4 gap_ev=9.69
C 1.515 -0.656 0.768 -1.083
N 0.131 -0.648 0.270 0.289
C -0.127 -0.452 -1.179 0.499
N -0.785 -1.539 0.910 -0.824
N -0.951 -1.452 -1.698 -0.508
N 0.854 0.047 -1.881 -0.656
H -0.277 -2.320 1.318 0.241
H -1.238 -1.023 1.669 0.228
H -1.218 -1.280 -2.656 0.244
H -1.746 -1.629 -1.093 0.288
H 0.626 -0.003 -2.871 0.193
H 1.508 -0.324 1.808 0.344
H 2.136 0.008 0.168 0.366
H 1.929 -1.664 0.717 0.349
C 0.137 2.289 0.541 -1.044
C -0.873 1.186 0.651 0.793
O -1.595 0.974 1.607 -0.636
H -1.148 0.843 -0.624 -0.013
H 0.754 2.121 -0.344 0.322
H 0.769 2.287 1.434 0.229
H -0.399 3.236 0.485 0.376



8.
67
Properties=species:S:1:pos:R:3:mulliken_charge:R:1 method="wB97M-V/def2-TZVPD" e_tot_ha=-1640.62201 e_lumo_ev=-4.152 e_homo_ev=-11.92 fmax_ev_per_a=1.1 gap_ev=7.76 total_charge=+1
C -2.668 0.250 3.856 -1.255
C -2.809 -1.279 3.834 -0.503
C -2.904 -1.899 2.427 -0.588
C -2.332 -3.327 2.337 -1.148
C -0.903 -3.465 1.819 -0.716
C 0.203 -2.991 2.778 -1.018
C 1.156 -1.949 2.167 -0.836
C 0.398 -0.641 2.029 -0.214
N 1.181 0.473 1.398 0.449
C 0.657 1.123 0.327 -0.214
C 1.317 2.140 -0.340 0.016
B 0.584 2.790 -1.602 0.753
O 1.287 2.954 -2.764 -0.529
O -0.729 3.114 -1.528 -0.462
C -1.556 2.456 -2.510 -0.635
C 2.575 2.513 0.151 -0.427
C 3.103 1.880 1.256 -0.781
C 2.370 0.864 1.853 0.674
F 2.838 0.274 2.918 -0.247
H -3.634 0.737 3.918 0.372
H -2.077 0.552 4.717 0.309
H -2.163 0.646 2.974 0.200
H -2.036 -1.747 4.437 0.309
H -3.741 -1.512 4.342 0.525
H -3.965 -1.986 2.207 0.539
H -2.500 -1.233 1.665 0.228
H -2.438 -3.812 3.305 0.377
H -2.967 -3.880 1.647 0.426
H -0.780 -3.021 0.831 0.426
H -0.731 -4.528 1.675 0.407
H 0.837 -3.816 3.081 0.470
H -0.190 -2.555 3.695 0.635
H 1.461 -2.262 1.170 0.342
H 2.007 -1.863 2.832 0.605
H -0.409 -0.823 1.332 -0.304
H -0.022 -0.285 2.965 0.257
H -0.319 0.792 0.017 0.457
H 2.229 3.025 -2.583 0.303
H -1.641 1.389 -2.307 0.327
H -1.157 2.572 -3.515 0.281
H -2.552 2.875 -2.489 0.218
H 3.132 3.308 -0.323 0.455
H 4.064 2.129 1.675 0.479
C 5.343 -4.553 1.051 -0.444
C 4.061 -4.354 1.344 -0.043
C 2.998 -5.227 0.788 0.319
O 1.825 -5.045 1.053 -0.411
C 3.418 -6.334 -0.104 -0.417
C 4.699 -6.536 -0.400 -0.414
C 5.765 -5.662 0.153 0.284
O 6.931 -5.840 -0.111 -0.520
H 6.135 -3.930 1.446 0.435
H 3.735 -3.555 1.999 0.403
H 2.626 -6.959 -0.496 0.433
H 5.027 -7.337 -1.050 0.407
C -4.294 5.619 -5.594 -0.356
C -3.829 6.508 -6.468 -0.372
C -2.560 7.240 -6.222 0.331
O -2.135 8.049 -7.015 -0.523
C -1.829 6.939 -4.964 -0.380
C -2.294 6.050 -4.091 -0.235
C -3.562 5.321 -4.339 0.411
O -3.983 4.507 -3.542 -0.556
H -5.216 5.076 -5.751 0.420
H -4.346 6.741 -7.390 0.410
H -0.907 7.483 -4.805 0.414
H -1.779 5.817 -3.167 0.443